Record 1
Computed, not measured: 2 unconnected molecules or ions with the total composition C9H13NO in a non-equilibrium geometry, with ωB97M-V with the def2-TZVPD basis set.

Each atom is followed by the atoms it is bonded to, with distances in Å.
Positions of all 24 atoms, in Å:
1 H -0.367 -0.137 -0.245  N2 1.105
2 N -1.359 -0.609 -0.359  H1 1.105, C11 1.392, C20 1.456
3 H 0.746 0.090 2.553  C9 1.097
4 H -2.168 -2.448 -0.111  C11 1.130
5 O -3.603 -0.297 -0.051  C20 1.196
6 C -2.150 1.760 -0.050  H10 1.189, H12 1.161, H16 1.102, C20 1.583
7 C 2.081 -1.031 -0.426  H8 1.101, C14 1.446, C15 1.437
8 H 2.629 -1.850 -0.917  C7 1.101
9 C 1.130 0.137 1.527  H3 1.097, C14 1.438, C17 1.518
10 H -2.026 2.133 1.072  C6 1.189
11 C -1.146 -1.971 -0.166  N2 1.392, H4 1.130, H18 1.157, H24 1.179
12 H -2.888 2.446 -0.625  C6 1.161
13 C 1.771 1.255 -0.640  C15 1.361, C17 1.365, H23 1.135
14 C 1.505 -1.101 0.898  C7 1.446, C9 1.438, H22 1.049
15 C 2.082 0.108 -1.304  C7 1.437, C13 1.361, H19 1.215
16 H -1.180 1.849 -0.565  C6 1.102
17 C 1.487 1.353 0.691  C9 1.518, C13 1.365, H21 1.200
18 H -0.783 -2.289 0.886  C11 1.157
19 H 2.677 0.014 -2.359  C15 1.215
20 C -2.530 0.225 -0.125  N2 1.456, O5 1.196, C6 1.583
21 H 1.361 2.480 1.087  C17 1.200
22 H 1.543 -1.942 1.525  C14 1.049
23 H 1.601 2.170 -1.289  C13 1.135
24 H -0.411 -2.345 -1.009  C11 1.179

Properties
LUMO energy in eV: 0.53
HOMO level in eV: -8.95
Energy above the lowest of the compared OMol25 structures with the same formula, charge and spin in kJ/mol: 325.0
SMILES string: CNC(C)=O.c1ccccc1
Energy in Eh: -480.63350

Record 2
Computed, not measured: 40 unconnected molecules or ions with the total composition H80O40 in a non-equilibrium geometry, with ωB97M-V with the def2-TZVPD basis set.

Each atom is followed by the atoms it is bonded to, with distances in Å.
Positions of all 120 atoms, in Å:
1 O -3.851 1.080 5.143  H21 0.955, H111 0.998
2 O -3.880 -4.895 0.151  H20 0.950, H90 0.967
3 H -2.643 0.477 3.391  O109 0.995
4 O -3.626 0.720 -0.244  H12 0.940, H59 0.964
5 H 5.274 1.961 -1.059  O113 0.956
6 H 1.478 0.119 -2.726  O41 0.933
7 O -3.028 -4.871 -2.957  H69 1.058, H98 0.921
8 H -0.958 2.419 1.849  O102 0.959
9 O -5.568 0.716 2.346  H42 0.943, H107 0.967
10 H -1.653 0.064 2.150  O109 0.965
11 H 5.617 -1.928 1.289  O86 0.943
12 H -3.402 1.066 -1.088  O4 0.940
13 O 3.654 -3.913 2.561  H17 0.970, H26 1.017
14 O -0.665 1.067 -4.848  H79 0.967, H110 0.971
15 H 0.734 -2.502 3.934  O97 0.975
16 H 0.993 1.816 1.193  O39 1.009
17 H 4.579 -4.125 2.761  O13 0.970
18 H 2.514 4.482 2.652  O85 0.967
19 O 0.567 -5.709 -0.153  H28 0.963, H78 0.944
20 H -4.151 -5.485 0.844  O2 0.950
21 H -3.216 0.451 4.807  O1 0.955
22 H -3.887 -2.679 -0.139  O61 1.047
23 H 4.351 -2.992 0.749  O56 1.013
24 H -4.959 2.456 -2.922  O30 0.938
25 O 1.717 6.759 0.727  H87 0.966, H108 0.953
26 H 3.528 -2.999 2.988  O13 1.017
27 O -4.230 3.924 0.645  H112 0.977, H119 0.936
28 H -0.274 -6.107 -0.401  O19 0.963
29 O -4.671 0.371 -4.667  H63 0.969, H67 0.959
30 O -4.492 2.088 -2.196  H24 0.938, H89 0.992
31 H 1.019 4.924 -4.000  O116 1.010
32 H -2.411 -2.276 0.002  O61 1.029
33 H 3.213 -0.799 3.315  O100 0.930
34 H 1.209 2.150 -5.673  O65 1.000
35 H -0.684 -1.715 3.464  O97 0.931
36 O 4.009 2.504 1.236  H38 0.917, H51 0.947
37 O -0.333 4.590 0.847  H66 0.931, H99 0.991
38 H 4.625 1.993 1.685  O36 0.917
39 O 1.304 2.050 0.262  H16 1.009, H81 0.936
40 H -1.292 2.311 0.326  O102 0.962
41 O 1.366 0.357 -1.831  H6 0.933, H82 0.979
42 H -5.518 -0.205 2.145  O9 0.943
43 H 2.902 1.986 5.389  O52 1.000
44 O -0.524 -6.384 -2.274  H46 0.986, H75 0.954
45 O 1.202 -4.071 -2.040  H48 0.951, H57 0.972
46 H 0.362 -6.294 -2.697  O44 0.986
47 O -1.865 3.037 -1.077  H60 0.932, H104 0.962
48 H 0.898 -3.212 -1.765  O45 0.951
49 O 0.529 -1.914 -0.184  H95 0.966, H101 1.021
50 O 3.010 -1.367 -2.751  H73 0.984, H103 0.990
51 H 3.217 2.165 0.843  O36 0.947
52 O 3.129 1.622 4.486  H43 1.000, H105 0.961
53 O -0.286 6.230 3.390  H70 0.924, H118 0.982
54 O 3.160 -3.067 -4.780  H74 0.950, H91 0.975
55 H -2.308 -2.135 -3.714  O77 0.949
56 O 4.049 -2.836 -0.206  H23 1.013, H58 0.949
57 H 1.848 -4.151 -1.317  O45 0.972
58 H 3.208 -3.239 -0.379  O56 0.949
59 H -3.741 -0.231 -0.347  O4 0.964
60 H -1.417 2.293 -1.416  O47 0.932
61 O -3.224 -1.985 -0.558  H22 1.047, H32 1.029
62 O 2.463 3.192 -1.787  H68 0.973, H117 0.991
63 H -3.850 0.759 -4.328  O29 0.969
64 O 1.857 -4.091 4.224  H71 0.952, H94 1.007
65 O 1.569 2.708 -4.926  H34 1.000, H80 0.960
66 H -1.143 4.177 1.046  O37 0.931
67 H -4.415 -0.550 -4.735  O29 0.959
68 H 2.461 3.488 -2.714  O62 0.973
69 H -2.634 -4.981 -3.933  O7 1.058
70 H -0.372 5.427 3.839  O53 0.924
71 H 1.408 -4.882 3.942  O64 0.952
72 H -3.630 -2.052 -3.146  O77 0.963
73 H 3.642 -0.619 -2.654  O50 0.984
74 H 3.106 -2.169 -4.474  O54 0.950
75 H -0.710 -5.464 -2.104  O44 0.954
76 H 0.315 -3.926 2.386  O93 1.019
77 O -3.211 -2.183 -4.003  H55 0.949, H72 0.963
78 H 0.500 -4.885 0.302  O19 0.944
79 H -1.084 1.475 -4.078  O14 0.967
80 H 1.159 2.641 -4.060  O65 0.960
81 H 0.975 1.477 -0.401  O39 0.936
82 H 1.507 -0.526 -1.432  O41 0.979
83 H 5.648 -1.842 2.953  O86 0.963
84 H 1.039 4.802 -2.396  O116 0.966
85 O 1.935 3.853 2.200  H18 0.967, H88 0.966
86 O 5.648 -2.347 2.133  H11 0.943, H83 0.963
87 H 2.456 6.408 1.240  O25 0.966
88 H 1.942 3.852 1.234  O85 0.966
89 H -4.283 2.897 -1.661  O30 0.992
90 H -4.444 -4.980 -0.630  O2 0.967
91 H 3.307 -3.537 -3.939  O54 0.975
92 H 4.150 0.893 -1.215  O113 0.985
93 O 1.025 -3.536 1.768  H76 1.019, H120 1.033
94 H 1.580 -3.926 5.179  O64 1.007
95 H -0.260 -1.432 0.096  O49 0.966
96 H -3.348 3.399 2.453  O114 1.019
97 O -0.217 -2.478 3.720  H15 0.975, H35 0.931
98 H -2.755 -5.567 -2.419  O7 0.921
99 H 0.159 4.478 -0.006  O37 0.991
100 O 2.811 -1.121 2.540  H33 0.930, H115 0.976
101 H 0.621 -2.525 0.628  O49 1.021
102 O -1.017 1.817 1.104  H8 0.959, H40 0.962
103 H 3.259 -1.923 -1.971  O50 0.990
104 H -1.397 3.816 -1.393  O47 0.962
105 H 2.239 1.655 4.122  O52 0.961
106 H -4.576 2.963 3.157  O114 0.954
107 H -4.868 1.275 1.981  O9 0.967
108 H 1.110 6.037 0.866  O25 0.953
109 O -2.136 -0.242 2.926  H3 0.995, H10 0.965
110 H -1.099 0.198 -4.859  O14 0.971
111 H -4.758 0.666 5.084  O1 0.998
112 H -5.081 4.355 0.435  O27 0.977
113 O 5.120 1.019 -1.102  H5 0.956, H92 0.985
114 O -3.770 2.558 2.846  H96 1.019, H106 0.954
115 H 3.065 -0.540 1.799  O100 0.976
116 O 0.459 4.796 -3.169  H31 1.010, H84 0.966
117 H 2.092 2.325 -1.483  O62 0.991
118 H -0.415 5.975 2.451  O53 0.982
119 H -3.542 4.460 0.306  O27 0.936
120 H 1.718 -3.503 2.534  O93 1.033

Properties
LUMO energy in eV: -0.65
HOMO level in eV: -10.21
Energy above the lowest of the compared OMol25 structures with the same formula, charge and spin in kJ/mol: 1085.9
Energy in Eh: -3057.34374